[1]
17
Properties=species:S:1:pos:R:3:forces:R:3 method="wB97M-V/def2-TZVPD" smiles="C=C[C@H]1[C@@H](C)N1C=O" e_homo_ev=-9.54 total_charge=0 homo_lumo_gap_ev=10.5
C 2.416 -1.234 -0.099 1.0 -1.3 1.3
C 1.387 -0.386 -0.223 0.5 -0.4 -2.5
C 0.065 -0.401 0.383 0.7 -2.5 3.9
C -0.734 0.839 0.540 -1.4 0.4 0.5
C -0.253 2.061 -0.198 0.3 -0.7 0.3
N -1.175 -0.237 -0.279 2.7 1.1 -2.6
C -2.099 -1.127 -0.055 -3.5 -2.3 -1.1
O -3.273 -0.914 -0.276 -0.1 -0.1 0.8
H 2.764 -2.035 0.697 -1.7 1.7 -1.3
H 3.177 -1.207 -0.868 0.2 0.4 0.0
H 1.441 0.281 -1.119 0.2 -0.7 0.8
H -0.046 -1.307 1.110 0.4 2.0 -0.6
H -1.475 0.995 1.360 1.2 0.1 -0.2
H 0.559 2.402 0.501 -1.0 0.9 -1.0
H -1.173 2.609 -0.416 0.6 0.9 0.5
H 0.172 1.831 -1.197 -0.1 -0.1 0.8
H -1.754 -2.169 0.140 0.1 0.4 0.2

[2]
19
Properties=species:S:1:pos:R:3:forces:R:3 method="wB97M-V/def2-TZVPD" smiles="C/C=C(/C)O.C=C" e_homo_ev=-8.32 total_charge=0 homo_lumo_gap_ev=9.2
C -0.044 2.267 -0.245 -0.4 -0.4 -0.3
C 0.040 0.962 0.496 2.3 -0.4 -0.1
C 0.917 -0.025 0.147 0.5 2.4 1.4
C 1.453 -1.018 1.144 -0.7 -0.6 -0.6
O 1.717 0.177 -0.968 -0.5 -0.4 0.0
H -1.059 2.661 -0.209 0.0 0.1 -0.1
H 0.238 2.131 -1.287 0.0 0.1 0.0
H 0.620 3.010 0.202 0.0 0.0 0.0
H -0.261 0.995 1.535 -0.4 -0.4 -0.1
H 1.420 -2.029 0.717 0.1 0.0 0.1
H 0.842 -1.030 2.043 0.0 0.0 0.0
H 2.479 -0.789 1.419 0.1 0.1 -0.1
H 2.263 -0.604 -1.108 -0.1 0.0 0.0
C -1.442 -1.594 -0.954 2.8 0.0 0.3
C -2.256 -0.700 -0.481 0.8 2.5 1.5
H -1.641 -2.615 -1.221 -0.2 -0.2 -0.4
H -0.327 -1.252 -0.877 -2.1 -1.1 -0.6
H -1.650 0.245 -0.067 -2.0 -1.8 -1.0
H -3.309 -0.792 -0.288 -0.3 0.0 -0.2

[3]
10
Properties=species:S:1:pos:R:3:forces:R:3 method="wB97M-V/def2-TZVPD" e_homo_ev="-3.07 / -3.06" total_charge=-1 homo_lumo_gap_ev="6.4 / 6.4"
C -1.069 0.810 0.885 5.5 -0.1 -2.0
C 1.233 1.157 0.143 -1.9 0.3 2.2
C 0.241 -1.051 -0.064 0.0 -1.2 -1.2
N -0.893 -0.485 0.477 -2.9 -2.0 0.4
N 1.302 -0.236 -0.106 -1.8 1.3 1.2
O -1.938 1.527 1.227 -1.3 -0.4 0.5
O 0.184 -2.214 -0.517 0.3 1.4 0.8
I 0.533 2.265 -1.696 -0.2 0.1 -0.8
H -1.581 -1.291 0.378 0.2 1.7 0.5
H 1.987 -0.482 -0.727 2.1 -1.1 -1.7

[4]
78
Properties=species:S:1:pos:R:3:forces:R:3 method="wB97M-V/def2-TZVPD" e_homo_ev=-1.96 total_charge=-2 homo_lumo_gap_ev=5.8
Sn -0.578 0.276 0.640 -0.2 0.0 0.3
O -4.142 -3.446 -3.512 0.1 -0.3 0.0
C -3.124 -3.235 -2.894 -0.1 0.5 0.0
S -1.562 -2.911 -3.644 0.0 -0.1 0.0
C -0.645 -2.664 -2.159 0.0 -0.1 0.0
C -1.318 -2.726 -0.986 0.0 0.0 0.1
S -0.727 -2.532 0.627 0.0 0.0 0.0
S -3.044 -3.043 -1.141 0.1 -0.1 0.0
S 1.092 -2.471 -2.345 -0.1 0.1 0.0
C -2.886 -2.264 8.488 0.0 0.0 0.0
C -2.473 -1.424 7.308 0.0 0.0 0.0
C -2.795 -1.809 6.008 0.0 0.0 0.0
C -2.425 -1.031 4.922 0.0 -0.1 0.0
C -1.727 0.149 5.127 0.0 0.0 0.0
C -1.392 0.546 6.411 0.0 0.0 0.0
C -1.766 -0.240 7.493 0.0 0.0 0.0
S -1.266 1.128 3.708 0.0 -0.1 -0.1
O -0.668 2.327 4.260 0.0 0.0 0.0
O -2.471 1.248 2.920 0.0 0.0 0.0
N -0.257 0.235 2.884 0.0 0.2 -0.2
C 1.144 0.266 3.265 0.1 0.0 0.1
C 2.068 0.058 2.065 -0.1 0.0 -0.1
O 3.277 0.034 2.239 0.0 0.0 0.1
O 1.488 -0.074 0.914 0.3 -0.1 0.0
H -3.332 -3.204 8.164 0.0 0.0 0.0
H -3.621 -1.744 9.107 0.0 0.0 0.0
H -2.032 -2.500 9.127 0.0 0.0 0.0
H -3.339 -2.732 5.844 0.0 0.0 0.0
H -2.669 -1.337 3.911 0.0 0.0 0.0
H -0.846 1.471 6.547 0.0 0.0 0.0
H -1.502 0.075 8.498 0.0 0.0 0.0
H 1.392 -0.520 3.986 0.0 0.0 0.0
H 1.421 1.225 3.710 0.0 0.0 0.0
C -4.954 3.784 -1.495 0.0 0.0 0.0
N -3.965 3.863 -0.455 0.0 0.0 0.1
C -2.624 3.529 -0.556 -0.1 0.0 0.0
Se -1.865 2.931 -2.155 0.0 0.0 0.0
N -2.015 3.699 0.611 0.1 0.0 0.0
C -2.965 4.169 1.494 0.0 0.0 0.0
C -2.865 4.498 2.842 0.0 0.0 -0.1
C -4.004 4.957 3.487 0.0 0.0 0.0
C -5.223 5.086 2.817 0.0 0.0 0.0
C -5.343 4.750 1.474 0.0 0.0 0.0
C -4.201 4.288 0.835 0.1 0.0 -0.1
H -4.584 3.111 -2.265 0.0 0.0 0.0
H -5.139 4.764 -1.943 0.0 0.0 0.0
H -5.888 3.399 -1.079 0.0 0.0 0.0
H -0.384 3.139 0.770 -0.1 0.0 0.0
H -1.933 4.351 3.372 0.0 0.0 0.0
H -3.953 5.204 4.541 0.0 0.0 0.0
H -6.094 5.443 3.356 0.0 0.0 0.0
H -6.290 4.840 0.954 0.0 0.0 0.0
C 2.709 2.935 -0.018 0.0 0.0 -0.1
C 1.558 3.597 0.726 0.1 0.1 0.0
C 1.092 4.837 -0.034 0.0 0.0 0.0
C 1.977 3.959 2.150 0.0 0.0 0.1
O 0.489 2.658 0.790 -0.1 -0.1 0.0
H 3.584 3.590 -0.021 0.0 0.0 0.0
H 2.416 2.750 -1.056 0.0 0.0 0.0
H 2.985 1.986 0.444 0.0 0.0 0.0
H 1.933 5.519 -0.194 0.0 0.0 0.0
H 0.313 5.363 0.523 0.0 0.0 0.0
H 0.669 4.545 -0.997 0.0 0.0 0.0
H 2.648 4.823 2.155 0.0 0.0 0.0
H 2.492 3.117 2.619 0.0 0.0 0.0
H 1.091 4.190 2.746 0.0 0.0 0.0
Te 1.453 -0.108 -2.214 0.1 -0.1 0.0
C 0.881 0.429 -4.183 0.0 -0.1 -0.1
C 0.750 -0.485 -5.221 0.0 0.0 0.0
C 0.372 -0.055 -6.486 0.0 0.0 0.0
C 0.129 1.292 -6.725 0.0 0.0 0.0
C 0.266 2.205 -5.689 0.0 0.0 0.0
C 0.642 1.779 -4.423 -0.1 0.0 0.0
H 0.936 -1.538 -5.042 0.0 0.0 0.0
H 0.255 -0.780 -7.284 0.0 0.0 0.0
H -0.179 1.624 -7.709 0.0 0.0 0.0
H 0.049 3.254 -5.851 0.0 0.0 0.0
H 0.692 2.500 -3.614 0.0 0.0 0.0

[5]
24
Properties=species:S:1:pos:R:3:forces:R:3 method="wB97M-V/def2-TZVPD" e_homo_ev=-12.94 total_charge=+1 homo_lumo_gap_ev=7.2
C 3.456 0.022 -0.123 -0.4 0.4 0.9
C 2.885 -1.225 -0.365 -1.4 0.8 -0.8
C 2.716 1.137 0.127 -3.6 -3.0 -1.0
C 1.506 -1.288 -0.399 -0.7 0.5 0.5
C 1.266 1.014 0.057 1.0 2.6 0.4
C 0.663 -0.192 -0.105 3.0 -2.4 -0.8
C 0.379 2.139 0.150 -0.2 0.7 0.2
C -0.996 1.954 -0.051 0.8 0.0 1.2
C -0.700 -0.461 0.240 -0.7 0.7 -0.4
C -1.582 0.681 -0.014 1.6 0.0 0.4
C -0.960 -1.491 1.050 -2.5 -0.3 1.6
C -3.524 -0.502 -0.658 0.8 0.0 -3.8
O -2.853 0.646 -0.151 -1.1 0.1 0.0
H 4.467 0.171 0.095 1.7 -0.4 -0.2
H 3.495 -2.053 -0.611 0.4 -0.8 0.0
H 3.167 1.924 0.576 1.1 2.8 0.7
H 0.855 -2.109 -0.572 0.7 -1.5 -0.4
H 0.865 3.150 0.338 -1.1 -1.2 -0.4
H -1.774 2.676 0.061 0.2 1.1 -0.4
H -1.899 -1.408 1.697 1.1 -0.5 -1.3
H -0.369 -2.396 1.255 0.2 1.0 -0.1
H -4.318 -0.790 -0.072 -1.7 -0.3 1.6
H -3.918 -0.286 -1.735 0.6 0.1 2.0
H -2.826 -1.313 -0.790 0.1 -0.3 0.2

[6]
15
Properties=species:S:1:pos:R:3:forces:R:3 method="wB97M-V/def2-TZVPD" e_homo_ev=-14.43 total_charge=+1 homo_lumo_gap_ev=10.0
C -0.238 -0.838 1.381 -0.2 0.1 0.3
N 0.042 -1.906 0.656 0.2 -0.3 0.0
C 0.379 -1.925 -0.757 0.0 0.0 0.2
O -0.289 0.331 0.981 0.2 -0.1 -0.4
H -0.463 -1.059 2.423 0.0 0.0 0.2
H 0.092 -2.780 1.152 -0.1 0.0 0.1
H 1.396 -1.567 -0.915 0.0 0.1 -0.1
H -0.345 -1.337 -1.317 0.0 0.0 -0.1
H 0.331 -2.955 -1.091 0.0 0.0 -0.1
C -0.288 2.709 -0.976 -0.1 -0.1 0.1
N 0.320 1.609 -1.128 0.2 0.1 0.0
H -0.193 3.497 -1.705 0.0 0.2 -0.1
H -0.903 2.834 -0.095 -0.1 0.0 0.1
H 0.212 0.853 -0.349 -0.2 0.3 -0.1
H 0.924 1.503 -1.934 0.0 -0.2 0.0

[7]
47
Properties=species:S:1:pos:R:3:forces:R:3 method="wB97M-V/def2-TZVPD" e_homo_ev="-4.69 / -4.70" total_charge=-1 homo_lumo_gap_ev="6.2 / 6.1"
Rh -0.039 0.340 -0.613 0.8 -0.3 0.8
O -1.569 3.068 3.903 -0.2 0.2 0.0
C -2.082 3.871 2.951 0.2 -0.2 -0.1
C -2.919 4.913 3.344 -0.1 0.1 0.1
C -3.472 5.769 2.410 0.1 -0.2 0.1
C -3.194 5.605 1.061 -0.1 0.2 -0.1
C -2.364 4.583 0.660 0.1 -0.2 0.1
C -1.799 3.701 1.584 -0.1 0.3 -0.1
C -0.967 2.610 1.047 0.6 -1.6 0.9
O -0.651 2.612 -0.174 0.8 -1.6 -1.3
N -0.596 1.645 1.902 -1.4 1.8 0.6
N 0.077 0.637 1.360 0.9 -3.2 0.8
C 0.580 -0.316 2.157 -1.4 2.4 -1.2
C 1.569 -1.200 1.710 1.3 -1.4 -1.3
C 1.966 -2.312 2.485 -0.4 0.5 -0.3
C 2.937 -3.181 2.058 0.3 -0.4 0.1
C 3.586 -2.970 0.835 -0.3 0.3 0.2
C 3.240 -1.899 0.048 0.2 0.1 0.0
C 2.227 -0.992 0.426 -0.5 -0.1 1.2
O 1.927 -0.006 -0.347 1.1 0.8 -1.0
H -1.071 2.355 3.439 0.0 -0.1 -0.1
H -3.140 5.021 4.396 0.0 0.0 0.1
H -4.130 6.563 2.734 -0.1 0.1 0.1
H -3.640 6.263 0.329 0.0 0.1 -0.1
H -2.135 4.421 -0.383 0.0 0.0 -0.1
H 0.207 -0.377 3.175 0.2 0.4 0.1
H 1.454 -2.486 3.420 0.0 0.0 0.2
H 3.200 -4.042 2.658 0.0 0.0 0.1
H 4.353 -3.655 0.504 0.0 -0.1 0.0
H 3.714 -1.738 -0.910 0.0 0.1 -0.1
Cl 1.708 -4.928 -5.822 0.1 -0.2 -0.3
C 1.319 -4.015 -4.396 -0.2 0.4 -0.3
C 1.537 -4.591 -3.137 -0.2 0.4 0.4
C 1.195 -3.900 -2.007 0.1 -0.4 0.0
C 0.620 -2.591 -2.049 -0.1 0.5 -0.7
O 0.217 -2.050 -0.985 -0.4 1.5 0.8
C 0.513 -1.988 -3.363 0.0 -0.5 0.8
C 0.137 -0.637 -3.538 0.0 1.0 0.4
O 0.054 0.288 -2.697 -0.5 -0.6 -0.7
C 0.819 -2.748 -4.511 0.1 -0.2 0.2
H 1.972 -5.578 -3.072 0.0 -0.1 0.0
H 1.346 -4.334 -1.030 0.0 0.0 0.1
H -0.069 -0.348 -4.583 0.1 0.1 0.1
H 0.675 -2.298 -5.483 0.0 0.0 -0.1
O -4.263 0.497 -0.497 -1.8 0.3 0.1
C -3.103 0.330 -0.495 1.4 -0.2 -0.3
N -1.948 0.087 -0.508 -1.0 0.0 -0.3

[8]
49
Properties=species:S:1:pos:R:3:forces:R:3 method="wB97M-V/def2-TZVPD" e_homo_ev=-12.11 total_charge=+1 homo_lumo_gap_ev=6.8
C 2.788 -3.069 1.067 0.0 0.0 0.0
C 1.962 -1.836 0.781 2.7 2.2 0.1
O 2.418 -0.702 0.692 -1.1 -2.1 0.0
N 0.595 -2.123 0.642 -1.6 1.4 -0.5
C -0.456 -1.280 0.527 0.2 -1.9 1.5
C -0.336 0.194 0.743 1.0 -0.7 0.0
C -0.374 1.300 -0.329 -0.3 2.2 -0.5
C -0.011 2.663 0.393 -0.3 -0.7 0.4
C 1.291 2.997 0.817 -0.1 0.0 -0.1
C 1.486 4.215 1.480 0.7 0.2 -0.6
F 2.776 4.657 1.683 -1.4 -0.7 0.1
C 0.442 5.062 1.829 -0.1 -0.3 0.0
C -0.836 4.659 1.479 -0.7 0.4 -0.3
F -1.913 5.452 1.794 1.2 -0.8 -0.2
C -1.066 3.513 0.728 -0.1 -0.4 -0.1
C 0.397 1.104 -1.647 0.1 -0.2 -0.2
C -0.285 0.330 -2.588 -0.1 -0.6 0.6
C 0.420 -0.315 -3.584 -0.2 0.1 -0.8
F -0.287 -1.112 -4.457 1.0 0.7 0.9
C 1.795 -0.120 -3.749 -0.4 0.0 0.3
C 2.414 0.823 -2.927 0.2 0.4 -0.4
F 3.762 1.065 -3.104 -1.8 -0.2 0.2
C 1.699 1.548 -1.964 0.3 -0.7 0.5
C -1.805 -2.059 0.637 0.6 -0.1 -0.5
C -3.036 -1.180 0.681 -0.1 0.3 0.0
C -1.839 -2.957 1.879 0.2 0.0 0.6
C -1.874 -2.972 -0.582 -0.1 -0.4 -1.0
H 2.501 -3.871 0.368 0.1 0.1 0.2
H 3.856 -2.844 0.939 -0.5 0.0 0.1
H 2.603 -3.425 2.099 0.1 0.2 -0.4
H 0.457 -3.122 0.764 -0.8 0.2 -0.3
H 0.654 0.365 1.106 0.5 -0.3 1.1
H -1.130 0.402 1.480 0.3 0.1 -0.3
H -1.440 1.267 -0.557 0.0 0.9 -0.5
H 2.144 2.348 0.603 -0.2 0.3 0.2
H 0.602 6.001 2.337 0.1 0.0 0.0
H -2.058 3.245 0.375 0.0 0.3 0.3
H -1.367 0.224 -2.471 0.3 -0.4 -0.2
H 2.334 -0.650 -4.511 0.2 -0.1 -0.2
H 2.180 2.378 -1.451 0.0 -0.5 0.1
H -3.129 -0.536 -0.196 0.0 0.0 0.1
H -3.917 -1.828 0.716 0.1 0.1 -0.1
H -3.057 -0.582 1.591 -0.1 0.2 0.0
H -1.055 -3.727 1.923 -0.2 0.2 -0.1
H -1.777 -2.360 2.792 0.0 -0.1 0.0
H -2.800 -3.482 1.894 0.2 0.1 -0.1
H -1.108 -3.761 -0.593 -0.1 0.2 0.1
H -2.845 -3.486 -0.609 0.2 0.2 0.1
H -1.780 -2.412 -1.520 0.0 -0.1 0.1

Calculated calculated total energy (a.u.), listed in the same order as above: -363.90168, -310.95686, -673.16102, -6652.42148, -538.75819, -304.21180, -2033.28772, -1342.59608